[1]
C4HIO | ωB97M-V/def2-TZVPD

Its charge is 0. Its energy relative to the best compared isomer or geometry (same formula, charge and spin) is 259.76 kJ/mol. The HOMO-LUMO gap (spin up / spin down) is 7.31 / 6.85 eV. Its structure (SMILES) is Ic1cc#co1.

Cartesian coordinates (Å):
C 1.3922 -0.9602 0.2980
C 2.4957 -0.7941 1.2906
C 0.3464 -0.3392 0.0343
C 0.9117 0.7323 1.4866
O 1.9939 0.1219 2.0088
I -0.5757 1.3393 2.8427
H -0.5800 -0.0500 -0.6239


[2]
C17H25F3N4O3 | ωB97M-V/def2-TZVPD

Its charge is 0. Its energy relative to the best compared isomer or geometry (same formula, charge and spin) is 60.54 kJ/mol. The HOMO-LUMO gap is 9.28 eV. Its structure (SMILES) is CCCNC(=O)[C@H](c1n[nH]cc1C)N1CC[C@@H](C(F)(F)F)C[C@H]1C(=O)OC.

Cartesian coordinates (Å):
C -1.1204 3.7319 -0.4945
C -1.9076 2.9781 0.5700
C -1.9876 1.4798 0.2955
N -0.6857 0.8365 0.3251
C -0.0372 0.4378 -0.7950
O -0.4874 0.5879 -1.9148
C 1.3583 -0.2024 -0.6256
C 1.2806 -1.6701 -0.9304
N 0.2057 -2.3838 -0.6405
N 0.5166 -3.6270 -1.0174
C 1.7623 -3.7219 -1.5377
C 2.3044 -2.4613 -1.4983
C 3.6504 -1.9999 -1.9570
N 2.0849 0.0407 0.6245
C 1.6767 -0.8551 1.7136
C 2.1683 -0.4413 3.0851
C 1.8419 1.0271 3.3075
C 2.1057 1.4572 4.7312
F 3.3892 1.2725 5.0905
F 1.8240 2.7603 4.9189
F 1.3481 0.7625 5.6024
C 2.6860 1.8238 2.3293
C 2.4030 1.4532 0.8697
C 3.6296 1.9117 0.0628
O 4.5689 2.4964 0.5315
O 3.5284 1.6463 -1.2451
C 4.6434 2.0659 -2.0431
H -1.0885 4.8003 -0.2794
H -0.0917 3.3722 -0.5555
H -1.5674 3.5917 -1.4796
H -1.4606 3.1420 1.5566
H -2.9270 3.3685 0.6268
H -2.6373 0.9914 1.0245
H -2.4004 1.2986 -0.6962
H -0.2540 0.6588 1.2130
H 1.9276 0.2512 -1.4317
H -0.1636 -4.3569 -0.9119
H 2.1587 -4.6592 -1.8917
H 4.3336 -2.8397 -2.0800
H 3.5868 -1.4776 -2.9141
H 4.0883 -1.3102 -1.2336
H 0.5837 -0.9644 1.7603
H 2.0500 -1.8543 1.4815
H 1.6927 -1.0804 3.8292
H 3.2493 -0.5767 3.1689
H 0.7710 1.2051 3.1512
H 2.5382 2.8969 2.4431
H 3.7356 1.6303 2.5510
H 1.5760 2.0871 0.5146
H 4.4007 1.7718 -3.0593
H 4.7723 3.1441 -1.9744
H 5.5550 1.5759 -1.7064


[3]
C4H6N2O | ωB97M-V/def2-TZVPD

Its charge is 0. Its energy relative to the best compared isomer or geometry (same formula, charge and spin) is 236.19 kJ/mol. The HOMO-LUMO gap is 8.97 eV. Its structure (SMILES) is C=C/N=C(/O)N=C.

Cartesian coordinates (Å):
C 0.7962 0.3475 0.8926
C -1.1272 1.0191 -0.0937
C 0.6345 -1.6723 -0.0065
C -1.4727 0.9431 -1.3814
O 2.0046 0.5611 1.4266
N 0.1431 1.2990 0.3217
N 0.4260 -0.9517 1.0446
H 2.2573 -0.2544 1.8824
H -1.8799 0.8997 0.6844
H 1.0896 -1.2793 -0.9345
H 0.3642 -2.7400 -0.0036
H -0.7360 1.0799 -2.1648
H -2.4997 0.7483 -1.6677


[4]
C6H13LiO3 | ωB97M-V/def2-TZVPD

Its charge is 0. Its energy relative to the best compared isomer or geometry (same formula, charge and spin) is 63.25 kJ/mol. The HOMO-LUMO gap is 6.50 eV.

Cartesian coordinates (Å):
O 1.3169 1.0636 -0.5349
C 0.8985 0.2906 -1.9233
C -0.5559 0.1320 -1.9293
O -0.9599 -1.1555 -1.4462
C -1.9751 -1.1801 -0.4798
C -1.4637 -1.1450 0.9474
O -1.1028 0.1729 1.3247
C -0.4540 0.2438 2.5769
H 1.4915 -0.6435 -1.9208
H 1.2416 0.9699 -2.7202
H -0.9811 0.2999 -2.9316
H -2.5303 -2.1234 -0.6018
H -2.6846 -0.3496 -0.6386
H -0.5865 -1.8089 1.0409
H -2.2511 -1.5122 1.6285
H -0.2341 1.2992 2.7778
H -1.1039 -0.1567 3.3706
H 0.4905 -0.3241 2.5585
Li -0.4759 1.3962 -0.0240
C 2.6908 1.1197 -0.3123
H 2.9189 1.6569 0.6211
H 3.1120 0.0991 -0.2476
H 3.1982 1.6554 -1.1362


[5]
C5H10N3 | ωB97M-V/def2-TZVPD

Its charge is +1. Its energy relative to the best compared isomer or geometry (same formula, charge and spin) is 497.74 kJ/mol. The HOMO-LUMO gap (spin up / spin down) is 8.41 / 8.41 eV.

Cartesian coordinates (Å):
C 0.8206 -1.5435 -0.2869
C 0.7586 -0.7311 1.0437
C 0.3222 -0.8981 -1.6050
C -0.1280 1.3489 0.5200
C 0.0516 1.4150 -0.8974
N -0.4424 0.0813 1.0956
N -0.2592 0.2914 -1.6109
N -1.2715 2.1356 -0.0584
H 1.8256 -1.8378 -0.5334
H 0.1245 -2.4042 -0.2495
H 0.6835 -1.4354 1.7499
H 1.6504 -0.0988 1.2319
H 0.2641 -1.5059 -2.4821
H 0.6787 1.9831 0.9207
H -0.7681 0.1139 2.0148
H -0.8019 0.6298 -2.5404
H -2.1679 1.6978 0.0242
H -1.3181 3.1195 0.2494


[6]
H26O13 | ωB97M-V/def2-TZVPD

Its charge is 0. Its energy relative to the best compared isomer or geometry (same formula, charge and spin) is 593.68 kJ/mol. The HOMO-LUMO gap is 9.57 eV.

Cartesian coordinates (Å):
O 3.9192 -0.9585 1.0336
H 3.7473 -0.4623 0.2269
H 3.9245 -1.8756 0.9953
O -1.0640 -2.7107 2.8478
H -0.3024 -3.0543 3.0627
H -1.1720 -1.9555 3.2501
O 0.8357 0.1374 2.0128
H 0.8811 -0.6201 1.2356
H -0.0001 -0.0807 2.2828
O -0.2462 -0.3710 -0.3862
H 0.1895 0.4785 -0.0491
H -0.0654 -0.3710 -1.3702
O -2.6753 -0.4475 2.1694
H -3.3051 0.0558 2.6778
H -2.5969 -1.3988 2.5244
O 3.3924 0.8873 -2.3683
H 3.5332 0.0129 -2.0621
H 2.6221 0.7591 -2.8145
O -2.7188 -3.5355 -0.5861
H -3.0975 -2.6048 -0.8937
H -2.2523 -3.2887 0.1445
O -1.4885 2.1301 0.4044
H -0.7183 2.7799 0.2705
H -1.7857 1.8031 1.2718
O -0.9054 2.0235 -2.1402
H -0.3311 1.8429 -1.4379
H -1.4123 2.8679 -2.2590
O 0.7681 3.3652 -0.3815
H 1.2175 4.2464 -0.2929
H 1.3137 2.8686 0.3942
O 0.1844 -1.2673 -3.7366
H 0.5428 -1.9994 -4.0603
H 0.9954 -0.6949 -3.6999
O 2.7637 1.4888 0.9441
H 3.1493 1.0782 0.1077
H 2.4096 0.8679 1.6066
O -3.5274 -0.9649 -0.2886
H -3.7807 -0.5072 -1.0598
H -2.9441 -0.5247 0.4240


[7]
C9H15NO3S | ωB97M-V/def2-TZVPD

Its charge is 0. Its energy relative to the best compared isomer or geometry (same formula, charge and spin) is 385.96 kJ/mol. The HOMO-LUMO gap is 8.60 eV. Its structure (SMILES) is CC1(C)C2=C(OS(N)(=O)=O)C[C@@H]1CC2.

Cartesian coordinates (Å):
C 0.8412 -0.0007 0.2428
C 0.3791 -0.3632 -1.1532
C -0.8405 1.9329 -0.7654
C -0.4371 1.9503 0.7750
C -1.0573 0.3796 -1.1174
C -0.2109 0.4933 0.9697
C -1.4773 -0.1395 0.2683
C -1.4347 -1.6854 0.3192
C -2.8093 0.3446 0.8038
N 3.2116 -1.9685 0.5162
O 2.1580 0.3324 0.4401
O 3.1482 -0.6326 -1.6071
O 4.5195 0.3078 0.2463
S 3.3417 -0.3803 -0.2489
H 1.0936 0.0615 -1.7886
H 0.3360 -1.3882 -1.4841
H -1.8459 2.3694 -0.7084
H -0.2597 2.4597 -1.4815
H 0.4595 2.4652 0.9810
H -1.2751 2.3564 1.4284
H -1.7886 0.2825 -2.0280
H -0.2920 -2.0775 0.5527
H -1.7598 -2.0092 -0.6182
H -1.9700 -2.0151 1.2130
H -3.6061 0.0227 0.1598
H -2.8842 1.3936 0.8258
H -2.9155 0.0202 1.7603
H 3.5082 -1.8927 1.5166
H 3.8673 -2.6192 -0.0183


[8]
C39H31AsF7N12O2RbS2 | ωB97M-V/def2-TZVPD

Its charge is -1. As for the spin multiplicity: 2. Its energy relative to the best compared isomer or geometry (same formula, charge and spin) is 0.00 kJ/mol. The HOMO-LUMO gap (spin up / spin down) is 6.43 / 5.41 eV. As for the expectation value of S²: 0.7659.

Cartesian coordinates (Å):
Rb 0.1392 0.7567 0.7736
O -6.6607 -3.1014 -1.6082
C -6.1971 -3.0112 -0.4555
O -6.6759 -3.3101 0.6526
C -4.7430 -2.4497 -0.3946
C -4.0847 -2.2738 0.8077
C -2.7855 -1.7795 0.8155
N -2.1138 -1.4506 -0.2936
C -2.7528 -1.6258 -1.4589
C -4.0500 -2.1194 -1.5475
C -2.0341 -1.2889 -2.7194
C -2.7391 -0.7643 -3.8081
C -2.0723 -0.5172 -4.9916
C -0.7137 -0.7932 -5.0647
C -0.0955 -1.2915 -3.9322
N -0.7263 -1.5363 -2.7885
C -2.0836 -1.6393 2.1213
C -2.7950 -1.2776 3.2644
C -2.1390 -1.2417 4.4800
C -0.7970 -1.5817 4.5263
C -0.1621 -1.8953 3.3361
N -0.7761 -1.9082 2.1553
H -4.6061 -2.5583 1.7117
H -4.5442 -2.2880 -2.4940
H -3.7939 -0.5492 -3.7112
H -2.6035 -0.1067 -5.8413
H -0.1463 -0.6215 -5.9698
H 0.9696 -1.5109 -3.9448
H -3.8389 -1.0086 3.1881
H -2.6669 -0.9397 5.3751
H -0.2450 -1.5813 5.4568
H 0.8959 -2.1365 3.3285
C 4.1346 -1.4217 -2.5369
C 3.6398 -2.6943 -1.9651
N 4.2555 -3.8266 -1.9739
N 3.4092 -4.7021 -1.3448
C 2.2439 -4.1510 -0.9315
S 0.9637 -4.7963 -0.1563
N 2.4000 -2.8119 -1.3380
N 1.5192 -1.8406 -1.1937
H 5.0647 -1.6226 -3.0627
H 4.3045 -0.6754 -1.7611
H 3.4074 -1.0021 -3.2327
H 3.6528 -5.6695 -1.2351
H 0.6785 -2.2360 -0.7513
H 2.0190 -0.1824 -1.1787
F -0.8699 1.5315 3.1668
As -1.6587 3.0963 2.9203
F -0.6417 3.3077 1.5068
F -0.4344 3.8263 3.8985
F -2.3934 4.6187 2.6220
F -2.6377 2.8133 4.3058
F -2.8186 2.2793 1.9118
S -4.3871 3.4132 -4.4939
C -3.1729 2.7955 -3.3527
C -1.8597 2.5679 -3.7544
C -0.9824 2.0035 -2.8458
N -1.3337 1.6647 -1.6061
C -2.5877 1.8960 -1.2279
C -3.5459 2.4530 -2.0634
C -3.6159 4.8955 -5.0677
C -3.9368 5.3431 -6.3466
C -3.4064 6.5438 -6.7862
N -2.5884 7.3049 -6.0623
C -2.2888 6.8634 -4.8423
C -2.7729 5.6849 -4.2969
H -1.5401 2.8084 -4.7587
H 0.0450 1.7974 -3.1266
H -2.8483 1.6228 -0.2127
H -4.5535 2.6201 -1.7089
H -4.5840 4.7617 -6.9905
H -3.6480 6.9068 -7.7791
H -1.6282 7.4915 -4.2552
H -2.4980 5.3973 -3.2916
N 9.3813 -3.5259 6.7401
C 8.4581 -2.9863 6.3193
C 7.3038 -2.3121 5.7928
C 7.3433 -1.7685 4.5113
C 6.2346 -1.1156 4.0060
C 5.0797 -1.0224 4.7745
C 5.0353 -1.5681 6.0530
C 6.1493 -2.2056 6.5652
N 3.9313 -0.3938 4.2456
C 3.0078 0.3717 4.9387
C 2.0434 0.6971 4.0382
N 2.3357 0.1363 2.8138
C 3.4734 -0.4799 2.9623
H 8.2462 -1.8507 3.9226
H 6.2569 -0.6635 3.0243
H 4.1183 -1.5113 6.6227
H 6.1234 -2.6394 7.5551
H 3.1476 0.6247 5.9742
H 1.1491 1.2802 4.1889
H 3.9935 -1.0561 2.2145
F 2.3207 0.7139 -1.0329


[9]
H10LiO5 | ωB97M-V/def2-TZVPD

Its charge is +1. Its energy relative to the best compared isomer or geometry (same formula, charge and spin) is 172.85 kJ/mol. The HOMO-LUMO gap is 12.63 eV.

Cartesian coordinates (Å):
Li 0.0513 -0.2596 0.0771
O 1.4380 -1.8091 -0.0046
H 1.6834 -2.5082 -0.6164
H 2.2018 -1.4126 0.0891
O -1.6640 -0.3843 -1.4422
H -2.3810 0.0112 -1.1674
H -1.5749 0.0704 -2.3281
O -0.1288 1.8672 0.9233
H -0.7556 1.8623 1.6181
H -0.0896 2.6328 0.3163
O 1.6913 0.7558 -1.0884
H 1.9545 1.6844 -0.8841
H 1.5521 0.9011 -1.9079
O -1.1952 -0.9266 1.8164
H -1.5407 -0.6216 2.6952
H -1.2426 -1.8630 1.9035


[10]
C3H5NS3 | ωB97M-V/def2-TZVPD

Its charge is 0. Its energy relative to the best compared isomer or geometry (same formula, charge and spin) is 117.52 kJ/mol. The HOMO-LUMO gap is 9.02 eV. Its structure (SMILES) is S=C1SCCN1S.

Cartesian coordinates (Å):
C 0.0721 0.9415 0.4928
C -1.4607 0.6373 0.4790
C -0.0405 -1.2779 -0.6642
H 2.6479 -1.4274 -0.5959
H 0.2914 1.9466 -0.1340
H 0.6491 0.9558 1.5011
H -2.1897 1.3107 -0.1934
H -1.8504 0.7750 1.5909
N 0.6010 -0.1398 -0.4649
S 2.3083 0.0147 -0.8362
S -1.6002 -1.0941 0.1630
S 0.5718 -2.6426 -1.3381


[11]
C23H67NO7P2S | ωB97M-V/def2-TZVPD

Its charge is 0. The HOMO-LUMO gap is 8.28 eV. Its structure (SMILES) is CCCCCCCC[PH2](CN)[PH2]=S.CCO.CCO.CCO.CCO.CCO.CCO.CCO.

Cartesian coordinates (Å):
C 4.3820 -0.0972 2.6062
C 4.8742 1.0291 1.5194
C 3.8334 2.3131 1.3603
C 2.3724 1.8677 0.6826
C 1.1261 2.6482 1.4799
C 0.9923 1.9118 2.9283
C -0.4982 1.4490 3.3851
C -1.5171 0.9691 2.2107
P -0.8077 -0.2107 0.8989
C -0.0092 -1.3900 2.1665
N -0.9944 -2.0754 3.1098
P -1.8094 1.0659 -0.6209
S -2.2244 0.1010 -2.2703
H 5.2749 -0.7488 3.0514
H 3.7054 -0.8756 2.0131
H 3.8115 0.3432 3.5301
H 5.9624 1.3481 1.8090
H 4.9327 0.5187 0.4473
H 3.6779 2.7299 2.4683
H 4.3187 3.1997 0.7428
H 2.3376 2.0184 -0.4765
H 2.2979 0.6999 0.8843
H 0.1496 2.7213 0.8435
H 1.5188 3.7689 1.6013
H 1.3721 2.6977 3.7430
H 1.7937 1.0288 2.9799
H -0.3841 0.5573 4.1672
H -1.0060 2.3364 3.9965
H -1.9487 1.9417 1.6858
H -2.4598 0.4345 2.6985
H -1.6704 -1.3303 0.4965
H 0.3962 -0.0453 0.1267
H 0.4846 -2.2761 1.5361
H 0.8561 -0.9295 2.8047
H -0.5749 -2.0085 4.0628
H -1.9469 -1.6541 3.0527
H -3.0997 1.5648 -0.1250
H -1.0202 2.2568 -0.9359
C 10.4858 0.7920 1.9593
C 8.9843 0.7341 2.1500
O 8.4227 2.0263 1.9736
H 10.9377 1.4882 2.6735
H 10.9348 -0.1957 2.0965
H 10.7354 1.1569 0.9576
H 8.7395 0.3901 3.1592
H 8.5236 0.0498 1.4308
H 8.6385 2.3192 1.0716
C -4.9557 4.6255 -1.2980
C -3.8338 4.6823 -2.3141
O -2.6800 4.0342 -1.7994
H -4.6522 5.1066 -0.3624
H -5.8515 5.1249 -1.6777
H -5.2065 3.5876 -1.0554
H -3.5715 5.7207 -2.5371
H -4.1251 4.1917 -3.2479
H -2.9212 3.1107 -1.6126
C -6.0125 7.0362 -5.7351
C -6.3750 5.7153 -5.0883
O -6.7634 5.9264 -3.7389
H -5.1951 7.5198 -5.1902
H -5.7064 6.8903 -6.7748
H -6.8628 7.7255 -5.7111
H -5.5163 5.0375 -5.0946
H -7.2004 5.2317 -5.6197
H -7.5317 6.5228 -3.7447
C 1.4939 0.5566 7.9604
C 2.0506 0.0586 6.6426
O 2.0827 1.1184 5.6981
H 0.4837 0.9568 7.8246
H 1.4582 -0.2497 8.6984
H 2.1083 1.3713 8.3574
H 1.4216 -0.7401 6.2387
H 3.0655 -0.3312 6.7678
H 2.6505 1.8189 6.0626
C -1.5392 -4.3172 -2.4542
C -3.0140 -4.1744 -2.1395
O -3.1818 -3.5730 -0.8641
H -1.0407 -4.9269 -1.6934
H -1.3925 -4.7835 -3.4324
H -1.0462 -3.3395 -2.4519
H -3.4982 -5.1552 -2.1210
H -3.5168 -3.5552 -2.8886
H -2.7557 -2.6992 -0.8936
C -5.2002 -8.3938 -1.9715
C -4.7281 -8.4495 -3.4097
O -3.8377 -7.3745 -3.6698
H -5.7046 -7.4433 -1.7686
H -5.8913 -9.2135 -1.7558
H -4.3516 -8.4574 -1.2825
H -5.5767 -8.3636 -4.0947
H -4.2113 -9.3916 -3.6168
H -3.0836 -7.4647 -3.0621
C 2.6608 -3.5827 -5.0399
C 1.1860 -3.4399 -4.7253
O 1.0182 -2.8386 -3.4499
H 3.1593 -4.1924 -4.2791
H 2.8075 -4.0490 -6.0182
H 3.1538 -2.6051 -5.0377
H 0.7018 -4.4207 -4.7068
H 0.6832 -2.8207 -5.4744
H 1.4443 -1.9648 -3.4794